The following is a quantum chemistry calculation of a cluster of 12 separate species, C66H105BF4N20O6 in total in a non-equilibrium geometry, from the OMol25 dataset.

Last columns: bonded neighbours and bond lengths (Å).
CARTESIAN COORDINATES (ANGSTROEM)
1 C -3.784 1.570 -4.558  C2 1.575, H9 1.090, H10 1.090, H11 1.090
2 C -2.539 0.629 -4.773  C1 1.575, N3 1.416, H12 1.090, H13 1.090
3 N -2.039 0.555 -6.096  C2 1.416, C4 1.357, C7 1.331
4 C -0.990 1.240 -6.617  N3 1.357, C5 1.367, H14 1.080
5 C -0.962 1.114 -7.978  C4 1.367, N6 1.350, H15 1.080
6 N -1.899 0.186 -8.267  C5 1.350, C7 1.426, C8 1.473
7 C -2.616 -0.135 -7.077  N3 1.331, N6 1.426, H16 1.080
8 C -2.132 -0.358 -9.616  N6 1.473, H17 1.090, H18 1.090, H19 1.090
9 H -4.215 1.590 -3.558  C1 1.090
10 H -4.597 1.346 -5.249  C1 1.090
11 H -3.480 2.591 -4.790  C1 1.090
12 H -2.854 -0.377 -4.493  C2 1.090
13 H -1.724 0.850 -4.085  C2 1.090
14 H -0.399 1.877 -5.975  C4 1.080
15 H -0.354 1.587 -8.736  C5 1.080
16 H -3.398 -0.878 -7.033  C7 1.080
17 H -1.826 0.380 -10.358  C8 1.090
18 H -3.179 -0.642 -9.718  C8 1.090
19 H -1.597 -1.299 -9.746  C8 1.090
20 C 2.195 -4.168 2.182  C21 1.569, H28 1.090, H29 1.090, H30 1.090
21 C 3.005 -4.712 3.410  C20 1.569, N22 1.452, H31 1.090, H32 1.090
22 N 3.664 -5.929 2.972  C21 1.452, C23 1.392, C26 1.405
23 C 3.549 -7.180 3.572  N22 1.392, C24 1.431, H33 1.080
24 C 4.405 -8.102 2.888  C23 1.431, N25 1.429, H34 1.080
25 N 5.173 -7.307 1.983  C24 1.429, C26 1.395, C27 1.515
26 C 4.765 -5.978 2.100  N22 1.405, N25 1.395, H35 1.080
27 C 6.255 -7.842 1.066  N25 1.515, H36 1.090, H37 1.090, H38 1.090
28 H 1.540 -4.964 1.828  C20 1.090
29 H 2.851 -3.880 1.360  C20 1.090
30 H 1.768 -3.198 2.440  C20 1.090
31 H 2.355 -4.964 4.247  C21 1.090
32 H 3.758 -3.980 3.702  C21 1.090
33 H 2.879 -7.412 4.386  C23 1.080
34 H 4.624 -9.144 3.065  C24 1.080
35 H 5.244 -5.147 1.605  C26 1.080
36 H 6.548 -8.792 1.514  C27 1.090
37 H 7.084 -7.145 0.946  C27 1.090
38 H 5.901 -7.851 0.035  C27 1.090
39 C 0.112 4.603 1.060  C40 1.578, H47 1.090, H48 1.090, H49 1.090
40 C -0.578 3.731 -0.059  C39 1.578, N41 1.445, H50 1.090, H51 1.090
41 N -0.885 4.566 -1.197  C40 1.445, C42 1.439, C45 1.358
42 C -1.304 5.942 -1.211  N41 1.439, C43 1.348, H52 1.080
43 C -1.526 6.302 -2.491  C42 1.348, N44 1.417, H53 1.080
44 N -1.276 5.190 -3.333  C43 1.417, C45 1.383, C46 1.466
45 C -0.783 4.201 -2.502  N41 1.358, N44 1.383, H54 1.080
46 C -1.424 5.207 -4.792  N44 1.466, H55 1.090, H56 1.090, H57 1.090
47 H 0.557 3.899 1.763  C39 1.090
48 H -0.749 5.045 1.562  C39 1.090
49 H 0.838 5.367 0.782  C39 1.090
50 H -1.471 3.175 0.225  C40 1.090
51 H 0.137 3.032 -0.493  C40 1.090
52 H -1.434 6.464 -0.274  C42 1.080
53 H -1.865 7.249 -2.883  C43 1.080
54 H -0.319 3.253 -2.728  C45 1.080
55 H -1.880 4.244 -5.024  C46 1.090
56 H -0.415 5.222 -5.204  C46 1.090
57 H -2.044 6.076 -5.010  C46 1.090
58 C -6.043 3.099 -2.231  C59 1.542, H66 1.090, H67 1.090, H68 1.090
59 C -4.723 3.836 -1.923  C58 1.542, N60 1.411, H69 1.090, H70 1.090
60 N -4.614 4.291 -0.592  C59 1.411, C61 1.416, C64 1.368
61 C -4.142 3.484 0.472  N60 1.416, C62 1.383, H71 1.080
62 C -4.157 4.240 1.630  C61 1.383, N63 1.393, H72 1.080
63 N -4.699 5.483 1.312  C62 1.393, C64 1.394, C65 1.479
64 C -4.979 5.495 -0.054  N60 1.368, N63 1.394, H73 1.080
65 C -4.918 6.628 2.223  N63 1.479, H74 1.090, H75 1.090, H76 1.090
66 H -6.036 2.121 -1.751  C58 1.090
67 H -6.179 2.890 -3.292  C58 1.090
68 H -6.849 3.776 -1.950  C58 1.090
69 H -4.642 4.703 -2.579  C59 1.090
70 H -3.810 3.290 -2.157  C59 1.090
71 H -3.673 2.549 0.204  C61 1.080
72 H -3.814 4.128 2.648  C62 1.080
73 H -5.379 6.304 -0.646  C64 1.080
74 H -4.618 6.294 3.216  C65 1.090
75 H -5.965 6.919 2.148  C65 1.090
76 H -4.203 7.381 1.890  C65 1.090
77 C -1.559 -4.459 1.624  C78 1.533, H85 1.090, H86 1.090, H87 1.090
78 C -3.081 -4.472 1.449  C77 1.533, N79 1.416, H88 1.090, H89 1.090
79 N -3.365 -3.861 0.203  C78 1.416, C80 1.406, C83 1.391
80 C -3.266 -4.485 -1.053  N79 1.406, C81 1.408, H90 1.080
81 C -3.727 -3.566 -2.016  C80 1.408, N82 1.402, H91 1.080
82 N -4.162 -2.416 -1.343  C81 1.402, C83 1.357, C84 1.475
83 C -3.901 -2.598 -0.023  N79 1.391, N82 1.357, H92 1.080
84 C -4.744 -1.226 -1.992  N82 1.475, H93 1.090, H94 1.090, H95 1.090
85 H -1.061 -3.513 1.409  C77 1.090
86 H -0.962 -5.244 1.160  C77 1.090
87 H -1.293 -4.538 2.679  C77 1.090
88 H -3.530 -3.955 2.296  C78 1.090
89 H -3.588 -5.436 1.494  C78 1.090
90 H -2.852 -5.445 -1.323  C80 1.080
91 H -3.758 -3.590 -3.095  C81 1.080
92 H -4.175 -1.841 0.697  C83 1.080
93 H -4.832 -0.333 -1.373  C84 1.090
94 H -5.783 -1.473 -2.206  C84 1.090
95 H -4.221 -1.009 -2.923  C84 1.090
96 C -7.065 -0.106 1.295  C97 1.545, H104 1.090, H105 1.090, H106 1.090
97 C -7.138 1.384 1.699  C96 1.545, N98 1.465, H107 1.090, H108 1.090
98 N -6.273 1.687 2.842  C97 1.465, C99 1.381, C102 1.391
99 C -6.351 2.892 3.512  N98 1.381, C100 1.449, H109 1.080
100 C -5.348 3.016 4.550  C99 1.449, N101 1.390, H110 1.080
101 N -4.582 1.862 4.434  C100 1.390, C102 1.416, C103 1.428
102 C -5.234 1.029 3.493  N98 1.391, N101 1.416, H111 1.080
103 C -3.421 1.508 5.186  N101 1.428, H112 1.090, H113 1.090, H114 1.090
104 H -7.791 -0.325 0.513  C96 1.090
105 H -7.217 -0.739 2.169  C96 1.090
106 H -6.188 -0.423 0.729  C96 1.090
107 H -8.187 1.493 1.976  C97 1.090
108 H -7.006 2.111 0.898  C97 1.090
109 H -7.176 3.513 3.195  C99 1.080
110 H -5.220 3.765 5.317  C100 1.080
111 H -4.808 0.127 3.079  C102 1.080
112 H -3.223 0.437 5.216  C103 1.090
113 H -3.513 1.894 6.201  C103 1.090
114 H -2.548 1.932 4.690  C103 1.090
115 C 4.259 -4.737 -2.121  C116 1.527, H123 1.090, H124 1.090, H125 1.090
116 C 4.110 -3.312 -1.592  C115 1.527, N117 1.440, H126 1.090, H127 1.090
117 N 3.101 -2.585 -2.318  C116 1.440, C118 1.420, C121 1.366
118 C 1.704 -2.555 -2.064  N117 1.420, C119 1.348, H128 1.080
119 C 1.103 -1.955 -3.111  C118 1.348, N120 1.380, H129 1.080
120 N 2.040 -1.370 -3.938  C119 1.380, C121 1.425, C122 1.412
121 C 3.286 -1.887 -3.478  N117 1.366, N120 1.425, H130 1.080
122 C 1.780 -0.572 -5.074  N120 1.412, H131 1.090, H132 1.090, H133 1.090
123 H 4.496 -4.685 -3.184  C115 1.090
124 H 3.280 -5.197 -1.990  C115 1.090
125 H 4.915 -5.345 -1.498  C115 1.090
126 H 5.017 -2.713 -1.519  C116 1.090
127 H 3.784 -3.277 -0.552  C116 1.090
128 H 1.341 -3.135 -1.229  C118 1.080
129 H 0.053 -1.726 -3.221  C119 1.080
130 H 4.193 -1.938 -4.061  C121 1.080
131 H 1.413 0.418 -4.804  C122 1.090
132 H 0.969 -1.128 -5.544  C122 1.090
133 H 2.624 -0.351 -5.727  C122 1.090
134 C 3.358 1.361 -2.048  N135 1.470, H148 1.090, H149 1.090, H150 1.090
135 N 4.790 1.552 -1.770  C134 1.470, C136 1.386, C140 1.340
136 C 5.621 1.885 -2.827  N135 1.386, C137 1.408, H151 1.080
137 C 6.977 2.171 -2.579  C136 1.408, C138 1.390, H152 1.080
138 C 7.561 1.881 -1.352  C137 1.390, C139 1.428, C141 1.477
139 C 6.632 1.562 -0.316  C138 1.428, C140 1.403, H153 1.080
140 C 5.262 1.348 -0.533  N135 1.340, C139 1.403, H154 1.080
141 C 9.014 1.871 -1.085  C138 1.477, C142 1.392, C146 1.373
142 C 9.589 0.758 -0.477  C141 1.392, C143 1.383, H155 1.080
143 C 10.961 0.611 -0.369  C142 1.383, N144 1.323, H156 1.080
144 N 11.724 1.568 -0.871  C143 1.323, C145 1.335, C147 1.528
145 C 11.270 2.625 -1.548  N144 1.335, C146 1.435, H157 1.080
146 C 9.849 2.806 -1.644  C141 1.373, C145 1.435, H158 1.080
147 C 13.230 1.311 -0.815  N144 1.528, H159 1.090, H160 1.090, H161 1.090
148 H 3.065 0.351 -1.760  C134 1.090
149 H 3.037 1.558 -3.070  C134 1.090
150 H 2.712 2.068 -1.528  C134 1.090
151 H 5.206 2.137 -3.792  C136 1.080
152 H 7.693 2.417 -3.349  C137 1.080
153 H 6.880 1.375 0.718  C139 1.080
154 H 4.566 1.098 0.254  C140 1.080
155 H 8.827 0.142 -0.024  C142 1.080
156 H 11.348 -0.210 0.215  C143 1.080
157 H 12.010 3.274 -1.991  C145 1.080
158 H 9.478 3.764 -1.976  C146 1.080
159 H 13.576 0.757 -1.687  C147 1.090
160 H 13.510 0.781 0.096  C147 1.090
161 H 13.720 2.281 -0.903  C147 1.090
162 C 1.778 0.288 1.361  N163 1.469, H176 1.090, H177 1.090, H178 1.090
163 N 1.112 -0.195 2.579  C162 1.469, C164 1.394, C168 1.370
164 C -0.281 -0.223 2.597  N163 1.394, C165 1.372, H179 1.080
165 C -0.896 -0.591 3.768  C164 1.372, C166 1.424, H180 1.080
166 C -0.116 -1.020 4.879  C165 1.424, C167 1.374, C169 1.500
167 C 1.255 -0.962 4.823  C166 1.374, C168 1.362, H181 1.080
168 C 1.856 -0.559 3.670  N163 1.370, C167 1.362, H182 1.080
169 C -0.846 -1.450 6.117  C166 1.500, C170 1.417, C174 1.433
170 C -1.988 -2.284 6.034  C169 1.417, C171 1.422, H183 1.080
171 C -2.669 -2.731 7.201  C170 1.422, N172 1.362, H184 1.080
172 N -2.200 -2.383 8.431  C171 1.362, C173 1.356, C175 1.411
173 C -1.080 -1.625 8.525  N172 1.356, C174 1.392, H185 1.080
174 C -0.353 -1.162 7.432  C169 1.433, C173 1.392, H186 1.080
175 C -2.831 -2.794 9.624  N172 1.411, H187 1.090, H188 1.090, H189 1.090
176 H 2.037 -0.534 0.694  C162 1.090
177 H 2.696 0.752 1.721  C162 1.090
178 H 1.189 1.104 0.942  C162 1.090
179 H -0.800 0.167 1.734  C164 1.080
180 H -1.956 -0.789 3.708  C165 1.080
181 H 1.948 -1.267 5.593  C167 1.080
182 H 2.919 -0.468 3.500  C168 1.080
183 H -2.297 -2.617 5.054  C170 1.080
184 H -3.583 -3.304 7.165  C171 1.080
185 H -0.747 -1.448 9.537  C173 1.080
186 H 0.613 -0.740 7.663  C174 1.080
187 H -3.382 -1.939 10.014  C175 1.090
188 H -2.196 -2.930 10.500  C175 1.090
189 H -3.609 -3.538 9.454  C175 1.090
190 N -1.483 -0.173 -0.689  O191 1.179, O192 1.234, O193 1.213
191 O -2.404 0.289 -0.116  N190 1.179
192 O -1.105 0.355 -1.738  N190 1.234
193 O -0.789 -1.016 -0.161  N190 1.213
194 N 2.246 3.558 -5.262  O195 1.207, O196 1.230, O197 1.208
195 O 3.396 3.677 -4.914  N194 1.207
196 O 1.844 4.112 -6.284  N194 1.230
197 O 1.449 2.982 -4.560  N194 1.208
198 B -4.921 -2.573 4.703  F199 1.344, F200 1.417, F201 1.364, F202 1.407
199 F -4.319 -1.871 3.728  B198 1.344
200 F -4.226 -3.795 4.880  B198 1.417
201 F -5.051 -1.884 5.873  B198 1.364
202 F -6.224 -2.887 4.274  B198 1.407

Results
- LUMO level (eV) = -16.1
- HOMO-LUMO gap (eV) = 4.823
- E (hartree) = -4545.29875
- largest force on an atom (eV/A) = 6.4
- total charge = +8
- spin multiplicity = 1